Entry 1:
Density functional theory data (ωB97M-V/def2-TZVPD) for C25H32N2O2S5Si2Ti as an isolated structure.

XYZ file:
```
69
Properties=species:S:1:pos:R:3
S -1.406 2.089 -2.128
O -3.258 -5.227 -0.020
Si 2.062 0.636 2.402
C 0.905 -1.472 -3.656
H 1.030 1.526 4.441
N -1.237 -3.946 -0.158
H -1.565 -3.019 0.072
C -4.190 -1.403 -0.694
C 4.654 1.407 -0.906
C 3.752 0.807 3.224
N 0.446 -0.433 -1.504
O -0.163 -5.175 -1.739
C -1.427 0.154 0.835
H -3.817 -1.896 2.635
Ti 0.059 1.140 -0.255
S -0.758 6.073 -0.603
H 1.594 -1.356 3.824
C 2.075 0.867 0.591
H -0.095 1.649 3.068
C -5.900 -2.887 0.143
H 1.089 0.620 -3.221
H 5.317 1.049 -0.111
H -6.764 -3.515 -0.032
C -0.418 -4.076 -1.263
H 2.084 -1.840 2.186
C -5.307 -2.196 -0.909
S -0.181 3.436 0.738
C -1.910 -5.063 0.419
H -3.717 -0.868 -1.508
C 1.499 -1.112 2.760
H 2.268 4.075 -1.589
C -1.454 6.400 -2.123
C -1.292 3.795 -1.772
H 0.449 -1.220 2.473
S -1.827 4.961 -2.952
H -5.809 -3.313 2.246
C -3.641 -1.284 0.590
H 2.419 -0.091 0.182
H 2.740 3.977 1.440
H -0.061 -1.751 -0.003
H 1.258 2.716 -1.964
H -3.710 -4.377 0.057
H 1.210 2.821 3.237
H 4.395 0.553 -1.541
H -1.886 -4.980 1.507
C -4.243 -1.981 1.643
H 4.109 1.837 3.165
C 0.948 1.767 3.375
H 1.239 -1.337 -4.679
H 4.049 4.376 0.317
C -5.362 -2.774 1.419
C 0.148 -1.688 -1.061
S -1.689 7.935 -2.746
H 5.204 2.133 -1.516
C 0.853 -0.366 -2.850
C 0.523 -2.739 -3.202
H 4.351 3.251 1.654
H 0.528 -3.623 -3.821
H 3.701 0.526 4.283
C -0.781 4.329 -0.640
H 2.876 2.758 -2.620
H 4.494 0.167 2.732
C 3.611 3.571 0.917
H -1.382 -5.957 0.103
C -2.457 -0.504 0.783
C 2.291 2.990 -1.724
H -5.712 -2.283 -1.910
Si 3.085 2.168 -0.210
C 0.103 -2.809 -1.830
```

Results
ΔE to the lowest compared entry with this formula, charge and spin, kcal per mole: 0.00
Total charge: -2
<S²>: 2.024
2S+1: 3
Frontier orbital gap (spin up / spin down), eV: 4.4253 / 6.1792

Here are the Mulliken charges for atoms 1 to 5, given in e: S -0.430; O -0.567; Si 0.310; C -0.676; H 0.394


Entry 2:
Density functional theory data (ωB97M-V/def2-TZVPD) for C3H2ClO2S as an isolated structure.

XYZ file:
```
9
Properties=species:S:1:pos:R:3
C 0.411 -0.650 0.426
O 3.854 -2.331 0.019
Cl -2.398 0.687 0.041
C 3.239 -1.785 0.873
C -1.466 -0.625 -0.705
S 1.866 -0.453 -0.411
H -0.829 -0.340 -1.523
O 2.917 -1.594 1.998
H 0.376 -1.023 1.380
```

Results
ΔE to the lowest compared entry with this formula, charge and spin, kcal per mole: 94.94
Total charge: -1
2S+1: 1
Frontier orbital gap (spin up / spin down), eV: 6.8596 / 6.8575

Here are the Mulliken charges for atoms 1 to 5, given in e: C -0.361; O -0.503; Cl -0.235; C 0.738; C -0.248


Entry 3:
Density functional theory data (ωB97M-V/def2-TZVPD) for a 7-piece molecular cluster, C24H30BF22O12 overall.

XYZ file:
```
89
Properties=species:S:1:pos:R:3
C -5.708 -3.900 1.385
H -0.236 1.611 -4.674
H 0.244 0.052 -5.510
H 2.015 -0.920 1.037
H -2.623 1.701 2.247
H -0.135 -3.083 0.227
C 4.975 1.241 0.825
F 1.431 0.693 -1.298
C -2.885 1.039 -1.275
H -4.821 -0.044 -1.305
F 7.252 1.554 0.365
F 6.645 1.828 2.421
H 2.550 -2.549 1.014
C 2.683 -1.609 1.555
H 2.633 3.014 3.460
F -1.167 4.615 -1.808
H -0.714 -4.556 0.971
C -0.981 -3.517 0.761
O -2.355 2.340 -1.525
H 0.060 0.234 2.540
H -1.380 2.051 3.387
C -3.153 -0.682 3.540
H -2.293 0.482 -5.360
O -3.419 -3.705 0.788
H -0.507 1.370 1.272
C 4.299 -1.440 4.188
H -2.307 -3.790 -0.952
F -4.725 -1.932 4.865
F 0.473 -0.334 -3.074
C -3.447 -1.567 4.775
O 3.297 -2.245 3.889
B 0.724 -0.463 -1.708
H 1.419 -2.472 3.092
C -2.503 2.890 -2.714
F -3.102 -0.975 5.918
F 6.578 -2.084 4.301
H -4.828 1.426 -2.166
H -4.842 1.484 -0.421
H -2.012 1.887 -6.468
O 2.423 1.583 -5.399
H 2.585 2.823 0.861
C 6.432 1.107 1.314
C 2.802 1.998 1.541
H -2.532 0.366 -2.056
C 1.817 1.894 -6.382
F 5.166 -3.367 5.252
C -1.642 0.928 -6.108
F -6.460 -4.890 0.871
F 3.631 1.878 -7.867
F -1.172 4.375 -3.964
O -3.621 -0.865 2.461
O 4.575 0.824 -0.219
C -4.638 -3.526 0.366
H -1.642 0.288 -6.996
O -2.273 0.262 3.853
F 1.853 3.007 -8.493
C 2.200 2.176 2.904
O 4.345 -0.288 3.867
H -2.482 0.695 -0.328
H -1.068 -3.078 1.759
F 1.554 -1.584 -1.461
C 2.615 2.642 -7.454
H -1.127 -0.266 1.441
H 2.420 1.119 1.018
O 4.222 1.877 1.698
O -4.938 -3.100 -0.716
H 2.320 1.379 3.639
F 6.752 -0.155 1.602
C -0.809 0.616 2.002
H -2.460 -2.225 -0.143
F -5.213 -4.315 2.541
F -2.922 5.180 -2.995
F 3.138 3.763 -6.924
C -1.877 1.220 2.881
H 3.716 -1.339 1.346
C -1.927 4.301 -2.854
C 5.445 -2.072 4.994
F -6.516 -2.862 1.614
C 2.263 -1.790 3.007
O -3.123 2.404 -3.611
C -2.252 -3.284 0.010
H 1.864 -0.872 3.449
O 0.522 1.780 -6.592
F -0.469 -0.536 -0.973
C -4.402 0.962 -1.274
H 1.133 2.381 2.823
F 5.574 -1.404 6.133
F -2.724 -2.690 4.588
C -0.215 1.034 -5.596
```

Results
ΔE to the lowest compared entry with this formula, charge and spin, kcal per mole: 3.97
Total charge: -1
2S+1: 1
Frontier orbital gap, eV: 10.8492

Here are the Mulliken charges for atoms 1 to 5, given in e: C 0.899; H 0.128; H 0.330; H -0.533; H 0.315


Entry 4:
Density functional theory data (ωB97M-V/def2-TZVPD) for C33H30IO6PSSi2 as an isolated structure.

XYZ file:
```
74
Properties=species:S:1:pos:R:3
H -6.204 1.574 1.844
S 0.140 -0.722 2.530
C -6.100 4.233 -0.951
C -5.609 -6.490 1.628
H 1.920 -1.469 -0.967
C -3.618 4.309 -0.888
Si -0.847 -4.005 1.766
H -8.232 4.085 -0.964
P -1.425 -1.886 2.279
H 0.984 4.054 -0.609
H -6.063 4.977 -1.733
C 0.791 -4.124 0.910
H -1.262 1.689 2.151
C 6.958 5.129 -1.204
C 7.192 3.557 -3.007
H -0.810 -4.780 3.025
H -6.319 -6.133 0.883
H -2.346 -1.424 1.321
C 0.032 3.726 -0.220
I 2.187 -6.177 -0.817
C 1.986 -5.916 2.221
O 4.062 2.625 0.460
H 2.689 0.560 0.200
H 2.910 -2.098 -3.145
H -3.590 -7.053 1.833
C 6.203 2.767 -2.443
H -1.112 4.906 -1.596
H 1.659 -6.836 2.626
O -3.588 5.147 -1.763
H 0.295 -6.153 1.000
C 4.552 2.308 -0.603
H 4.695 -0.711 -4.135
C 5.600 3.154 -1.244
C 2.695 -0.856 -1.407
C -4.201 -6.452 1.207
H -8.301 2.370 0.816
H 0.618 -3.897 -0.110
O -3.746 1.534 2.191
H -4.058 -6.785 0.208
C -7.313 3.730 -0.518
H 3.016 -5.979 1.988
C 4.694 0.702 -2.531
C 4.253 -0.437 -3.188
C -3.704 2.336 1.280
C -1.141 4.203 -0.777
C -1.226 2.392 1.332
H 0.909 2.460 1.277
H 1.547 -3.497 1.317
C -2.364 3.774 -0.286
C 5.980 4.340 -0.631
H 1.834 -5.173 2.957
C -2.405 2.853 0.765
Si -3.556 -4.699 1.362
C -6.179 2.319 1.062
C 4.120 1.068 -1.310
H 7.661 3.247 -3.929
C 5.788 1.514 -3.140
H -2.163 -1.931 3.467
C -4.920 3.777 -0.384
C -4.960 2.823 0.635
C 3.254 -1.211 -2.630
O -1.998 -4.670 0.758
C 1.193 -5.592 0.976
C 3.124 0.280 -0.749
H -3.483 -4.366 2.801
H 5.504 4.640 0.291
C 7.569 4.735 -2.389
O 6.322 1.169 -4.171
H 7.249 6.055 -0.728
H -4.372 -3.720 0.621
O -5.946 -6.825 2.687
H 8.339 5.352 -2.832
C -0.010 2.825 0.840
C -7.352 2.768 0.485
```

Results
Total charge: 0
2S+1: 1
Frontier orbital gap, eV: 7.8387

Here are the Mulliken charges for atoms 1 to 5, given in e: H 0.492; S -0.409; C -0.583; C -0.115; H 0.515


Entry 5:
Density functional theory data (ωB97M-V/def2-TZVPD) for C34H31F9IN5O5W as an isolated structure.

XYZ file:
```
86
Properties=species:S:1:pos:R:3
H 1.123 -1.637 2.721
H -0.899 2.784 -1.047
H 0.022 4.383 -2.653
C -0.887 3.466 1.983
C -6.287 -0.129 -1.200
C 0.581 3.482 -2.439
H 4.157 1.253 1.800
H 5.821 6.703 -7.452
H 1.740 -3.027 -1.715
H -4.043 2.693 0.195
C -1.086 0.573 3.166
F -3.484 -4.110 2.257
I -8.847 1.471 -1.254
N 3.665 3.946 -4.427
C 1.206 0.356 1.872
H 1.785 7.546 -6.251
H 3.800 8.094 -7.574
H -2.009 0.230 2.697
N 1.832 5.214 -4.525
C -2.864 -3.169 1.524
C 1.800 3.208 -3.036
F -1.607 -4.162 4.087
H 3.671 0.103 0.567
F -0.313 -4.211 0.233
C 4.960 6.430 -6.857
C -4.681 1.912 -0.196
F -0.215 -2.517 4.033
F 0.591 -4.316 2.189
H 2.729 3.734 0.022
O -0.689 -1.927 1.483
C 2.432 2.016 -2.694
H 1.201 4.525 0.401
H -0.592 4.163 2.773
H 2.743 -1.115 2.244
C -1.387 -2.951 3.553
C 2.741 5.803 -5.380
H -1.860 3.049 2.237
C 3.505 1.118 0.933
H 3.376 1.752 -3.149
C -4.940 -0.359 -0.971
H 3.843 1.812 0.161
O -2.205 -0.733 -0.274
N 0.662 1.452 -1.188
C 1.790 -0.785 2.666
C 3.882 4.997 -5.301
C 3.803 7.228 -6.927
H 5.901 4.695 -5.995
H -6.916 -0.916 -1.591
C 0.046 2.590 -1.527
C 1.989 3.890 0.810
H 2.004 -0.446 3.684
H -1.343 1.386 3.848
H 0.884 5.506 -4.371
O 0.326 -2.144 -3.520
H 0.697 -2.427 0.298
W -0.190 -0.021 0.110
C 1.440 2.595 1.325
C -0.594 -4.272 1.552
N 1.475 -2.062 -1.565
C -6.819 1.122 -0.918
C 0.409 -1.661 -2.415
N 1.264 -1.733 -0.202
C 2.674 6.931 -6.193
O -1.897 1.352 0.059
C -4.141 0.662 -0.472
C -0.030 1.037 2.192
F -2.334 -2.129 4.025
O -0.341 -0.746 -1.892
C -1.373 -2.977 1.979
H 2.162 -1.666 0.265
C 2.083 1.360 1.325
F -3.580 -2.044 1.665
H -4.500 -1.326 -1.173
H -0.707 -0.252 3.765
H 2.291 0.227 -1.541
H -1.001 4.052 1.068
C 2.447 4.110 -3.996
F -2.937 -3.577 0.256
C 1.834 1.174 -1.789
H -6.459 3.114 -0.197
H 2.480 4.462 1.602
C 0.141 2.396 1.828
F -1.223 -5.428 1.769
C -6.028 2.147 -0.416
C 5.016 5.314 -6.051
C -2.711 0.407 -0.226
```

Results
ΔE to the lowest compared entry with this formula, charge and spin, kcal per mole: 44.28
Total charge: 0
<S²>: 2.016
2S+1: 3
Frontier orbital gap (spin up / spin down), eV: 6.6452 / 7.1088

Here are the Mulliken charges for atoms 1 to 5, given in e: H 0.157; H 0.765; H 0.344; C -2.319; C -0.781


Entry 6:
Density functional theory data (ωB97M-V/def2-TZVPD) for C15H11N5O6RuS2 as an isolated structure.

XYZ file:
```
40
Properties=species:S:1:pos:R:3
H -0.750 0.307 4.042
H -1.326 -3.367 -3.884
N -0.403 -3.368 -3.481
C -1.528 0.379 3.291
C -0.346 -2.587 -2.332
O 2.743 -1.462 0.514
H 4.292 2.072 0.143
C -2.233 -0.024 1.018
C 2.576 0.834 -0.072
C 3.301 -0.407 0.345
H 2.963 4.172 -0.284
C -2.055 -0.472 -0.399
H 0.357 -3.194 -4.130
H -2.955 1.271 4.597
C 3.233 2.047 -0.064
O -0.016 -0.607 1.819
S 0.525 -3.587 0.879
O -1.610 2.687 -0.510
H 0.488 3.906 -0.639
N 0.844 -2.210 -1.803
H 4.945 -1.108 0.835
C -3.472 0.519 1.355
N 1.283 0.666 -0.349
H -4.227 0.581 0.577
C 2.496 3.197 -0.296
C -3.764 0.985 2.623
O -1.323 0.573 -1.244
O 4.613 -0.242 0.547
C 0.577 1.790 -0.542
O 2.134 -2.151 -4.057
C -2.762 0.912 3.592
Ru 0.582 -1.531 0.076
H -4.737 1.400 2.852
C -0.933 1.721 -0.747
S 2.261 -2.248 -2.557
N -1.456 -2.193 -1.747
H -3.010 -0.592 -0.901
N -1.241 -1.608 -0.566
C 1.144 3.058 -0.503
C -1.210 -0.117 2.002
```

Results
ΔE to the lowest compared entry with this formula, charge and spin, kcal per mole: 60.45
Total charge: -1
<S²>: 0.786
2S+1: 2
Frontier orbital gap (spin up / spin down), eV: 5.2100 / 4.8730

Here are the Mulliken charges for atoms 1 to 5, given in e: H 0.398; H 0.260; N -0.535; C -0.780; C 0.638


Entry 7:
Density functional theory data (ωB97M-V/def2-TZVPD) for C4H9N3O as an isolated structure.

XYZ file:
```
17
Properties=species:S:1:pos:R:3
N 1.606 2.133 -0.076
N -0.134 0.365 -0.921
N -1.016 -0.215 0.078
H 1.873 0.043 1.887
H 1.301 -0.262 -2.335
O 0.820 -1.586 1.416
H 0.165 0.198 2.339
H 0.840 -1.463 -1.111
H -0.300 -1.075 -2.439
H -2.745 0.152 1.066
H -2.028 1.650 0.254
C 0.469 -0.688 -1.774
H -0.658 1.069 -1.476
H -0.069 -1.808 1.090
C 1.055 1.123 0.038
C 0.852 -0.203 1.588
C -2.029 0.567 0.374
```

Results
ΔE to the lowest compared entry with this formula, charge and spin, kcal per mole: 161.73
Total charge: 0
2S+1: 1
Frontier orbital gap, eV: 6.8455

Here are the Mulliken charges for atoms 1 to 5, given in e: N -0.697; N 0.064; N -0.451; H 0.354; H 0.358


> Number 7 is which compound?

C4H9N3O


> total charge of number 4 (C33H30IO6PSSi2)?

0


> Look up the 2S+1 of the second one.

1